(1)
The following is a DFT calculation (ωB97M-V/def2-TZVPD) of one molecule with the formula C6H14O.

Positions of all 21 atoms, in Å:
O  4.004  -0.603  0.232
C  -0.854  0.257  0.501
C  0.403  0.233  -0.367
C  1.692  -0.047  0.403
C  -2.136  0.333  -0.335
C  2.854  -0.315  -0.539
C  -3.411  -0.022  0.451
H  -0.878  -0.651  1.120
H  0.494  1.180  -0.917
H  1.950  0.792  1.060
H  -2.219  1.336  -0.771
H  3.016  0.561  -1.187
H  -4.196  0.731  0.327
H  -3.207  -0.107  1.524
H  -2.030  -0.351  -1.187
H  -0.817  1.104  1.202
H  1.564  -0.927  1.047
H  2.594  -1.163  -1.196
H  -3.824  -0.986  0.134
H  0.272  -0.550  -1.129
H  4.725  -0.804  -0.375

Summary:
ΔE to the lowest compared entry with this formula, charge and spin in eV: 0.488
Structure (SMILES): CCCCCCO
Max |F| in eV/Å: 0.5
HOMO level in eV: -10.3
E_tot in Ha: -312.2371

(2)
The following is a DFT calculation (ωB97M-V/def2-TZVPD) of a 2-piece molecular cluster, C6H14O overall at a distorted geometry.

Positions of all 21 atoms, in Å:
O  -4.784  -4.057  3.442
C  1.182  0.609  2.021
C  0.347  0.601  -3.076
C  0.297  0.881  0.809
C  2.129  0.161  -0.740
C  0.009  1.105  -1.676
C  0.915  0.656  -0.532
H  -0.113  1.896  0.857
H  1.390  0.746  -3.333
H  -1.015  0.845  -1.394
H  0.058  2.202  -1.624
H  2.842  0.116  0.054
H  0.101  -0.462  -3.095
H  -0.603  0.271  0.950
H  0.698  1.031  2.906
H  -0.415  0.978  -3.749
H  1.310  -0.460  2.203
H  2.181  1.031  1.978
H  -4.803  -3.536  2.627
H  -4.329  -4.829  3.085
H  2.602  0.218  -1.713

Summary:
ΔE to the lowest compared entry with this formula, charge and spin in eV: 1.195
Structure (SMILES): C=C(CC)CC.O
Max |F| in eV/Å: 1.7
HOMO level in eV: -9.3
E_tot in Ha: -312.2111